# 1
{
  "formula": "C3H4O2Tl",
  "method": "the ωB97M-V functional and the def2-TZVPD basis",
  "symbols": ["H", "O", "C", "C", "O", "C", "Tl", "H", "H", "H"],
  "positions_angstrom": [[-1.41, 1.11, 0.49], [-0.35, 0.28, -0.01], [-1.34, -0.45, -0.43], [-2.51, 0.26, -0.01], [6.05, -0.13, 0.06], [4.93, -0.05, 0.13], [2.09, 0.02, 0.25], [-1.25, -1.52, -0.18], [-3.23, -0.39, 0.50], [-2.98, 0.85, -0.81]],
  "lowdin_charge": [0.24, -0.40, -0.19, -0.06, 0.11, -0.12, 1.10, 0.15, 0.08, 0.09],
  "charge": 1,
  "homo_lumo_gap_ev": 8.3810,
  "e_tot_ha": -439.27620,
  "de_lowest_ev": 3.0595,
  "homo_energy_ev": -13.32,
  "multiplicity": 1
}

# 2
{
  "formula": "C3H4O3",
  "method": "the ωB97M-V functional and the def2-TZVPD basis",
  "symbols": ["C", "O", "C", "O", "C", "O", "H", "H", "H", "H"],
  "positions_angstrom": [[-1.61, 0.08, 0.52], [-0.21, -0.18, 0.68], [0.50, -0.01, -0.43], [0.05, 0.29, -1.51], [2.00, -0.18, -0.26], [2.64, 0.41, 0.57], [-2.09, -0.29, 1.43], [-1.76, 1.15, 0.41], [-1.99, -0.43, -0.37], [2.46, -0.83, -1.04]],
  "lowdin_charge": [-0.03, -0.01, -0.48, 0.12, -0.14, 0.10, 0.10, 0.10, 0.10, 0.14],
  "charge": 0,
  "homo_lumo_gap_ev": 10.4873,
  "e_tot_ha": -342.41089,
  "smiles": "COC(=O)C=O",
  "de_lowest_ev": 1.2257,
  "homo_energy_ev": -10.31,
  "multiplicity": 1
}